No. 1
Computed, not measured: C31H33ClN2O5RuS2Si as an isolated structure in a non-equilibrium geometry, with the ωB97M-V functional and the def2-TZVPD basis.

Geometry as XYZ:
```
76
Properties=species:S:1:pos:R:3:forces:R:3:lowdin_charge:R:1
C -6.914412 -2.144399 -0.127459 0.0 0.0 0.0 -0.05
H 0.831289 0.209914 4.603645 0.0 0.0 0.0 0.09
C -5.970548 -0.592678 1.609575 0.0 0.0 0.0 -0.04
C -1.717001 4.085323 0.629085 0.4 0.1 0.0 -0.59
C 3.861768 1.898688 -0.351748 0.0 0.0 0.0 -0.10
H 2.802956 5.203668 -0.481215 0.0 0.0 0.0 0.04
C 4.136611 0.694057 -2.834475 0.0 0.0 0.0 -0.09
H 4.242520 0.223120 -3.803480 0.0 0.0 0.0 0.11
C -0.162736 -2.568111 -0.263135 0.0 0.1 0.0 -0.38
H -1.128410 -3.533735 2.807118 0.0 0.0 0.0 0.12
H 1.587871 4.431056 -3.090633 0.0 0.0 0.0 0.04
H -7.796794 -1.506868 -0.184746 0.0 0.0 0.0 0.08
H -1.306502 -5.669843 -0.903178 0.0 0.0 0.0 0.11
H 2.493499 4.293036 1.005032 0.0 0.0 0.0 0.02
S 0.481830 -1.153128 -1.144097 0.0 -0.2 -0.4 1.02
C 0.766182 3.900181 -2.600490 -0.1 0.0 0.0 -0.21
C -1.267585 -4.726758 1.027785 0.0 0.0 0.0 -0.07
Ru -0.114534 1.678218 0.201540 0.4 -0.3 0.0 0.93
H -5.083338 0.720142 3.067544 0.0 0.0 0.0 0.11
H 5.454216 -3.433969 -2.363186 0.0 0.0 0.0 0.11
C 2.044019 4.643950 0.074716 0.2 -0.1 0.0 -0.17
H 2.811002 -1.655596 0.507783 0.0 0.0 0.0 0.12
H 2.240913 1.565065 -3.303778 0.0 0.0 0.0 0.10
C 4.986768 1.137499 -0.630452 0.0 0.0 0.0 -0.08
H -0.318266 -3.734604 -2.071296 0.0 0.0 0.0 0.11
H 1.597982 -2.022557 -3.584255 0.0 0.0 0.0 0.12
C 3.560559 -2.786794 -3.120521 0.0 0.0 0.0 -0.07
H 0.380719 3.131595 -3.265634 0.0 0.0 0.0 -0.01
C -4.917770 0.074531 2.217247 0.0 -0.1 0.0 -0.05
C -0.375939 -2.492459 1.098825 0.1 0.0 0.0 -0.08
S -2.303585 0.838866 2.457776 0.1 0.0 0.1 0.57
C -5.762157 -1.420382 0.510577 0.0 0.0 0.1 -0.27
H -2.410126 -0.981637 0.208962 0.0 0.0 0.0 0.08
H -6.975871 -0.460781 1.992606 0.0 0.0 0.0 0.11
H -0.041716 4.604999 -2.401798 0.0 0.0 0.0 0.04
O -0.522966 3.666506 0.266644 0.1 0.0 -0.2 -0.31
C 5.127872 0.541566 -1.876814 0.0 0.0 0.0 -0.10
H 4.993717 -2.706056 -0.050421 0.0 0.0 0.0 0.11
C 1.316013 1.386612 2.986204 -0.1 0.1 0.0 -0.16
O -1.970966 5.262393 0.716017 -0.4 0.0 0.0 0.08
H -3.398457 3.205231 1.649555 0.1 0.0 0.1 0.12
O -2.919783 1.556592 3.542348 0.1 0.0 0.1 -0.30
C -4.464709 -1.557991 0.023669 0.0 0.0 0.0 -0.03
C -1.042866 -4.781918 -0.344159 0.0 0.0 0.0 -0.07
N 0.967831 1.749695 1.960551 -0.1 -0.2 -0.2 0.10
H 3.770476 2.374864 0.617515 0.0 0.0 0.0 0.09
H -1.713326 -5.573217 1.533187 0.0 0.0 0.0 0.11
C 2.861243 2.082112 -1.309518 -0.2 -0.3 -0.1 -0.28
O -1.210116 -0.063135 2.759143 -0.1 -0.1 0.1 -0.34
H 6.011190 -0.043747 -2.101192 0.0 0.0 0.0 0.10
C 4.244935 -2.565989 -0.818934 0.0 0.0 0.0 -0.07
C -0.936132 -3.588384 1.743960 0.0 0.0 0.0 -0.05
C -3.628875 -0.095621 1.731313 -0.1 0.1 -0.1 -0.26
Si 1.422131 3.245314 -0.993097 -0.6 0.8 0.8 0.57
C 2.342839 -2.191527 -2.815962 0.0 -0.1 0.0 -0.09
H 1.708678 1.701211 5.013806 0.0 0.0 0.0 0.09
C 4.504370 -2.973877 -2.123170 0.0 0.0 0.0 -0.07
H 2.583050 0.335362 4.279282 0.0 0.0 0.0 0.09
O 0.752054 -0.112579 -0.045765 0.3 -0.6 0.2 -0.67
H -7.190220 -3.028056 0.452215 0.0 0.0 0.0 0.08
H 5.761015 1.020154 0.117776 0.0 0.0 0.0 0.10
H -0.156549 -1.582750 1.636331 0.0 0.0 0.0 0.08
C -3.407086 -0.896271 0.620332 0.1 0.1 0.0 -0.05
C 3.032193 -1.982981 -0.499967 0.0 0.0 0.0 -0.05
H -4.284046 -2.174563 -0.849164 0.0 0.0 0.0 0.11
C 2.093402 -1.815103 -1.507570 0.0 0.1 0.1 -0.38
C -2.650737 2.929780 0.910253 0.0 -0.2 -0.2 -0.17
C -0.491992 -3.696876 -1.002371 0.0 0.0 0.0 -0.08
Cl -1.256377 1.377474 -1.815634 -0.2 -0.1 0.0 0.03
H -3.137903 2.672503 -0.038242 -0.1 0.1 0.1 0.10
N -1.796251 1.810136 1.319957 0.0 0.8 -0.4 -0.34
C 1.639829 0.877725 4.305562 0.0 0.0 0.0 -0.02
C 3.007663 1.447039 -2.545161 0.0 0.1 0.0 -0.10
H -6.667677 -2.474942 -1.135930 0.0 0.0 0.0 0.07
H 3.771688 -3.091033 -4.137023 0.0 0.0 0.0 0.11
H 1.221432 5.304738 0.330233 0.0 0.0 -0.1 0.03
```
Positions in Å, forces in eV/Å.

E_HOMO (alpha / beta) ... -7.772 / -7.772 eV
Orbital gap (alpha / beta) ... 6.922 / 6.923 eV
2S+1 ... 1
Energy above the lowest of the compared OMol25 structures with the same formula, charge and spin ... 1.686 eV
Max |F| ... 1.226 eV Å⁻¹
M ... 742.36 u



No. 2
Computed, not measured: C31H33GeO2Y as an isolated structure, with the ωB97M-V functional and the def2-TZVPD basis.

Geometry as XYZ:
```
68
Properties=species:S:1:pos:R:3:forces:R:3:lowdin_charge:R:1
Ge -2.424714 0.152208 -0.727795 -0.2 0.0 0.0 1.06
H 1.295549 -3.399998 -0.713473 0.0 0.0 0.0 0.14
H 2.330328 0.270839 -2.699941 0.0 0.0 0.0 0.13
C 3.482133 -2.318090 1.564459 -0.2 0.1 0.1 -0.07
H -4.349425 4.044245 -3.281369 0.0 0.0 0.0 0.11
H 3.834414 2.648909 -0.114056 0.0 0.0 0.0 0.14
C -3.395857 2.661522 -4.614563 0.0 0.0 0.0 -0.06
H -5.633792 -2.937141 1.660789 0.0 0.0 0.0 0.11
H 2.397241 4.687518 2.476020 0.0 0.0 0.0 0.10
H 2.914260 -2.056556 -2.040443 0.0 0.0 0.0 0.13
H -1.872111 -0.209881 -3.698464 0.0 0.0 0.0 0.10
C 2.786800 2.711335 1.760475 -0.1 0.0 -0.1 -0.26
H -3.635647 3.231109 -5.502321 0.0 0.0 0.0 0.12
C -0.190459 -1.836700 -0.653602 0.0 -0.2 -0.1 -0.11
H 3.813818 -3.348900 1.684621 0.1 0.0 0.0 0.12
H 6.200485 -2.439730 2.250146 0.0 0.0 0.0 0.10
C 3.575891 2.101528 0.784701 0.0 0.0 0.0 -0.03
C -0.556586 -0.540292 -1.045573 0.0 0.0 0.0 -0.27
H 2.441149 -2.336132 1.947303 0.0 0.0 -0.1 0.09
C 2.494956 1.972798 2.910412 0.0 -0.1 0.0 0.00
C 5.824671 -1.461856 1.951784 0.0 0.0 0.0 -0.04
H 6.429441 -0.703328 2.446979 0.0 0.0 0.0 0.10
H 1.163326 4.045441 1.394856 0.0 0.0 0.0 0.09
C -4.143313 -3.641939 -1.296419 0.0 0.0 0.0 -0.06
C 4.355281 -1.322320 2.338714 0.0 0.0 0.0 -0.36
O 0.062213 -0.504851 2.188619 -0.1 0.4 -0.2 -0.09
C -4.944772 -3.806622 -0.173737 0.0 0.0 0.0 -0.06
C -4.254514 -1.652604 0.636595 0.0 0.0 0.0 -0.10
C -3.796246 3.118641 -3.367754 0.0 0.0 0.0 -0.06
C 2.238741 4.090957 1.577938 0.0 0.0 0.0 -0.01
C -2.586286 1.338221 0.840132 0.0 0.1 -0.1 -0.23
H -3.657900 1.428485 1.025705 0.0 0.0 0.0 0.09
C 1.053439 -2.382937 -0.999017 0.0 0.0 -0.1 -0.10
Y 1.633590 -0.262462 0.671549 0.1 0.6 0.3 1.71
C -2.697886 1.466385 -4.724420 0.0 0.0 0.0 -0.07
C -3.492402 2.385307 -2.229073 0.0 0.0 0.0 -0.10
H 0.131944 1.214645 -2.090304 0.0 0.0 0.0 0.13
C 1.965664 -1.627272 -1.741373 0.0 0.0 0.0 -0.11
H 4.791298 0.420400 0.244731 0.0 0.0 0.0 0.13
C 0.386106 0.209695 -1.771034 0.0 0.0 0.0 -0.11
C 3.822345 0.092999 2.140090 0.2 -0.3 0.2 -0.30
H 5.976119 -1.369399 0.874403 0.0 0.0 0.0 0.08
C -2.785781 1.186099 -2.323456 0.0 0.0 0.0 -0.29
C -3.397436 -2.483253 -1.448618 0.0 0.0 0.0 -0.12
H -2.229289 2.319149 0.524927 0.0 0.0 0.0 0.08
H -1.948265 1.721051 2.888497 0.0 0.0 0.0 0.14
C 4.105108 0.823193 0.983397 0.2 0.0 -0.2 -0.10
C -3.443766 -1.474654 -0.483048 0.0 0.0 0.0 -0.29
H -2.797233 -2.360247 -2.345554 0.0 0.0 0.0 0.10
H 2.708512 4.601098 0.739692 0.0 0.0 0.0 0.09
H -2.398764 1.100765 -5.697828 0.0 0.0 0.0 0.11
H -5.533432 -4.706708 -0.057969 0.0 0.0 0.0 0.12
C -2.396345 0.734726 -3.585615 0.0 -0.1 0.0 -0.12
H -4.324632 -0.881266 1.395697 0.0 0.0 0.0 0.09
C -5.002388 -2.812807 0.791222 0.0 0.0 0.0 -0.06
C 2.983287 0.684352 3.093768 0.0 0.0 0.0 -0.03
H -0.899377 -2.444241 -0.101347 0.0 0.0 0.0 0.13
H 3.507490 -2.113978 0.480977 0.0 -0.1 0.0 0.06
H -2.327954 0.026591 2.570048 0.0 0.0 0.1 0.12
H -4.110279 -4.411956 -2.055822 0.0 0.0 0.0 0.11
H 4.243481 -1.567147 3.396820 0.1 0.1 0.0 0.15
H 1.866997 2.413246 3.675864 0.0 0.0 0.0 0.15
C -1.887587 0.925828 2.140503 -0.1 -0.2 0.0 -0.13
H -3.826469 2.756701 -1.266966 0.0 0.0 0.0 0.10
C 1.634029 -0.319080 -2.115664 0.0 0.0 0.0 -0.09
O 0.216225 1.388127 1.077958 -0.1 -0.1 0.2 -0.10
C -0.464176 0.620876 1.837827 0.0 -0.5 0.0 -0.59
H 2.738766 0.139339 3.998391 0.0 0.0 0.0 0.14
```
Positions in Å, forces in eV/Å.

E_HOMO ... -13.825 eV
Orbital gap ... 6.926 eV
2S+1 ... 1
Max |F| ... 0.681 eV Å⁻¹
M ... 599.12 u
Charge ... +2